(1)
This record from OMol25 describes a cluster of 5 separate species, C3H16NO4 in total. The level of theory is ωB97M-V/def2-TZVPD.

Element x y z (Å)
C1 1.068 -1.703 -2.239
C2 0.448 -1.240 -0.948
C3 -0.616 -0.476 -1.083
N1 -1.411 -0.117 0.141
H1 0.967 -2.796 -2.350
H2 0.607 -1.304 -3.160
H3 2.161 -1.413 -2.327
H4 0.911 -1.637 -0.043
H5 -1.030 -0.141 -2.141
H6 -1.295 0.891 0.291
H7 -2.380 -0.268 -0.172
H8 -1.214 -0.791 0.932
H9 3.452 0.873 1.617
H10 3.374 -0.092 0.371
O1 3.006 0.087 1.276
H11 -1.638 -1.980 2.935
H12 -0.097 -2.029 2.978
O2 -0.886 -2.098 2.344
H13 -2.901 3.161 0.052
H14 -1.572 2.480 -0.415
O3 -2.453 2.313 -0.261
H15 0.798 2.538 -0.002
H16 0.508 3.159 1.439
O4 0.194 2.582 0.762

As for the net charge: +1. The value obtained for the frontier orbital gap is 11.24 eV. For the electronic energy, the calculation gives -479.34469 hartree. Its molecular weight is 130.2 g mol⁻¹. The value obtained for the largest force on an atom is 4.56 eV/A. The calculation puts the relative energy (zero: lowest compared OMol25 entry of this formula, charge and spin) at 34.7 kcal per mole.

***

(2)
This record from OMol25 describes a cluster of 4 separate species, C3H16NO4 in total. The level of theory is ωB97M-V/def2-TZVPD.

Element x y z (Å)
C1 0.572 -0.516 0.631
C2 -0.150 -1.333 -0.425
C3 0.033 -2.841 -0.192
O1 1.246 -3.136 0.526
N1 0.016 0.865 0.747
H1 1.643 -0.462 0.472
H2 0.513 -1.023 1.579
H3 -1.227 -1.190 -0.251
H4 0.022 -0.944 -1.427
H5 -0.708 -3.228 0.511
H6 -0.128 -3.423 -1.100
H7 1.955 -3.266 -0.113
H8 0.493 1.421 1.455
H9 -0.912 0.711 1.147
H10 -0.026 1.363 -0.148
H11 -0.410 3.745 -0.491
H12 -1.656 3.264 -1.258
O2 -1.052 3.028 -0.551
H13 -3.586 1.371 -1.038
H14 -3.441 -0.056 -0.580
O3 -2.992 0.799 -0.539
H15 3.562 2.317 0.546
H16 3.359 0.876 0.105
O4 2.875 1.658 0.393

As for the net charge: +1. The value obtained for the frontier orbital gap is 11.08 eV. For the electronic energy, the calculation gives -479.37635 hartree. Its molecular weight is 130.2 g mol⁻¹. The value obtained for the largest force on an atom is 1.48 eV/A. The calculation puts the relative energy (zero: lowest compared OMol25 entry of this formula, charge and spin) at 14.8 kcal per mole.

***

(3)
This record from OMol25 describes a cluster of 4 separate species, C3H16NO4 in total. The level of theory is ωB97M-V/def2-TZVPD.

Element x y z (Å)
C1 0.739 -0.597 -0.208
C2 0.602 0.583 0.745
C3 -0.435 0.308 1.859
O1 0.039 1.135 2.907
N1 2.044 -0.519 -0.978
H1 0.026 -0.569 -1.048
H2 0.715 -1.594 0.252
H3 1.584 0.612 1.218
H4 0.345 1.524 0.255
H5 -1.492 0.522 1.624
H6 -0.474 -0.775 2.168
H7 -0.614 1.095 3.656
H8 2.118 0.408 -1.456
H9 1.919 -1.246 -1.695
H10 2.950 -0.807 -0.598
H11 -2.653 -0.266 -1.421
H12 -2.916 0.677 -2.549
O2 -2.199 0.315 -2.030
H13 1.804 1.928 -3.328
H14 0.546 1.665 -2.678
O3 1.471 1.756 -2.422
H15 -1.262 -3.336 1.361
H16 -2.603 -2.763 1.528
O4 -1.832 -2.664 0.949

As for the net charge: +2. The value obtained for the frontier orbital gap (alpha / beta) is 11.16 / 4.40 eV. For the electronic energy, the calculation gives -478.87133 hartree. Its molecular weight is 130.2 g mol⁻¹. The value obtained for the largest force on an atom is 2.96 eV/A. As for the multiplicity: 2. The calculation puts the relative energy (zero: lowest compared OMol25 entry of this formula, charge and spin) at 16.2 kcal per mole.

***

(4)
This record from OMol25 describes a cluster of 6 separate species, C3H16O5 in total. The level of theory is ωB97M-V/def2-TZVPD.

Element x y z (Å)
C1 -0.315 -1.013 -0.717
C2 -0.053 -0.766 -1.990
C3 1.326 -1.122 -2.534
H1 -1.340 -0.884 -0.365
H2 0.327 -1.265 0.111
H3 -0.832 -0.459 -2.670
H4 1.658 -2.068 -2.125
H5 1.451 -1.036 -3.609
H6 1.983 -0.349 -2.110
O1 -0.066 -2.375 2.710
H7 -0.758 -1.714 2.851
H8 0.205 -2.081 1.826
O2 -0.059 2.694 -1.850
H9 0.821 3.005 -2.081
H10 -0.216 1.912 -2.395
O3 -2.622 1.919 -0.797
H11 -2.005 1.750 -0.075
H12 -2.210 2.660 -1.258
O4 2.016 -0.534 1.605
H13 2.179 -0.484 0.663
H14 2.635 -1.037 2.146
O5 -0.324 0.660 2.746
H15 -0.848 0.216 2.065
H16 -0.695 0.243 3.535

The value obtained for the frontier orbital gap is 10.49 eV. For the electronic energy, the calculation gives -500.02784 hartree. Its molecular weight is 132.2 g mol⁻¹. The value obtained for the largest force on an atom is 2.05 eV/A. The calculation puts the relative energy (zero: lowest compared OMol25 entry of this formula, charge and spin) at 47.5 kcal per mole.

***

(5)
This record from OMol25 describes a structure of composition C3H16O5. The level of theory is ωB97M-V/def2-TZVPD.

Element x y z (Å)
C1 -12.726 -21.607 5.201
O1 -12.668 -22.927 5.609
H1 -13.425 -21.021 5.798
H2 -11.776 -21.081 5.111
H3 -13.167 -21.584 4.205
H4 -13.521 -23.365 5.657
C2 -15.911 -21.939 3.656
O2 -14.511 -21.742 3.307
H5 -16.040 -22.951 4.041
H6 -16.324 -21.246 4.389
H7 -16.494 -21.876 2.737
H8 -14.174 -22.480 2.794
C3 -11.817 -19.368 3.845
O3 -10.798 -20.325 3.866
H9 -11.400 -18.363 3.778
H10 -12.440 -19.500 2.960
H11 -12.486 -19.486 4.697
H12 -11.010 -20.915 3.139
O4 -14.359 -19.875 4.295
H13 -14.835 -20.696 4.424
H14 -13.971 -19.957 3.424
O5 -14.190 -18.661 5.902
H15 -14.123 -19.313 5.205
H16 -14.616 -17.910 5.488

The value obtained for the frontier orbital gap is 9.28 eV. For the electronic energy, the calculation gives -499.82010 hartree. Its molecular weight is 132.2 g mol⁻¹. The value obtained for the largest force on an atom is 7.57 eV/A. The calculation puts the relative energy (zero: lowest compared OMol25 entry of this formula, charge and spin) at 177.8 kcal per mole.

***

(6)
This record from OMol25 describes a cluster of 4 separate species, C3H17N2O3 in total. The level of theory is ωB97M-V/def2-TZVPD.

Element x y z (Å)
C1 -1.000 -0.250 -0.643
C2 -1.635 0.930 -1.495
C3 -0.481 1.625 -2.246
N1 -0.645 3.060 -2.576
N2 -0.124 0.125 0.454
H1 -0.449 -0.775 -1.394
H2 -1.992 -0.823 -0.298
H3 -2.332 1.607 -0.790
H4 -2.533 0.427 -1.985
H5 0.389 1.505 -1.659
H6 -0.318 0.993 -3.157
H7 -1.438 3.345 -2.939
H8 0.074 3.170 -3.341
H9 -0.440 0.978 1.001
H10 0.048 -0.767 1.161
H11 0.759 0.377 0.089
H12 -1.222 -2.054 2.468
H13 0.010 -2.753 2.125
O1 -0.270 -2.000 2.513
H14 1.040 -2.969 3.746
H15 2.295 -3.926 3.586
O2 1.444 -3.552 3.165
H16 2.854 0.321 1.525
H17 3.405 0.730 0.079
O3 2.563 0.677 0.611

As for the net charge: +1. The value obtained for the frontier orbital gap is 9.59 eV. For the electronic energy, the calculation gives -459.42789 hartree. Its molecular weight is 129.2 g mol⁻¹. The value obtained for the largest force on an atom is 7.49 eV/A. The calculation puts the relative energy (zero: lowest compared OMol25 entry of this formula, charge and spin) at 73.6 kcal per mole.

***

(7)
This record from OMol25 describes a cluster of 5 separate species, C3H17N2O4 in total. The level of theory is ωB97M-V/def2-TZVPD.

Element x y z (Å)
C1 2.480 -1.886 -1.049
C2 1.369 -1.066 -0.497
C3 0.468 -0.524 -1.324
N1 -0.518 0.482 -0.853
N2 1.286 -1.049 0.879
H1 3.170 -2.345 -0.359
H2 3.174 -1.239 -1.621
H3 2.192 -2.624 -1.802
H4 0.424 -0.773 -2.371
H5 -0.137 1.439 -0.883
H6 -0.748 0.376 0.138
H7 -1.362 0.546 -1.425
H8 2.034 -1.374 1.458
H9 0.587 -0.431 1.260
H10 -1.787 -2.336 2.024
H11 -0.778 -1.798 1.090
O1 -1.600 -1.524 1.554
H12 -3.161 -0.782 0.159
H13 -3.741 -1.074 -1.224
O2 -3.172 -0.436 -0.767
H14 -0.279 4.437 -0.054
H15 0.471 3.621 -1.228
O3 0.067 3.592 -0.360
H16 0.918 1.461 2.632
H17 0.788 2.450 1.437
O4 0.574 1.550 1.718

As for the net charge: +1. The value obtained for the frontier orbital gap is 9.54 eV. For the electronic energy, the calculation gives -534.73937 hartree. Its molecular weight is 145.2 g mol⁻¹. The value obtained for the largest force on an atom is 2.17 eV/A. The calculation puts the relative energy (zero: lowest compared OMol25 entry of this formula, charge and spin) at 18.9 kcal per mole.

***

(8)
This record from OMol25 describes a cluster of 5 separate species, C3H17NO4 in total. The level of theory is ωB97M-V/def2-TZVPD.

Element x y z (Å)
C1 -2.266 -0.485 0.918
C2 -2.329 0.495 -0.245
C3 -2.246 -0.225 -1.586
N1 -0.861 -0.151 -2.078
H1 -3.223 -1.008 0.987
H2 -2.205 -0.081 1.926
H3 -1.462 -1.198 0.744
H4 -3.003 1.352 -0.080
H5 -1.404 1.098 -0.150
H6 -2.922 0.165 -2.331
H7 -2.487 -1.280 -1.417
H8 -0.230 -0.278 -1.297
H9 -0.650 0.789 -2.408
O1 2.881 1.508 0.218
H10 3.048 2.347 -0.186
H11 2.609 0.802 -0.401
O2 2.012 -0.836 -0.999
H12 1.716 -1.443 -1.685
H13 1.777 -1.156 -0.089
O3 0.530 1.114 1.821
H14 0.137 1.955 1.588
H15 1.299 1.001 1.217
O4 1.063 -1.550 1.461
H16 1.798 -1.614 2.066
H17 0.772 -0.609 1.533

The value obtained for the frontier orbital gap is 9.65 eV. For the electronic energy, the calculation gives -480.19540 hartree. Its molecular weight is 131.2 g mol⁻¹. The value obtained for the largest force on an atom is 2.36 eV/A. The calculation puts the relative energy (zero: lowest compared OMol25 entry of this formula, charge and spin) at 7.3 kcal per mole.

***

(9)
This record from OMol25 describes a cluster of 6 separate species, C3H17O6S2 in total. The level of theory is ωB97M-V/def2-TZVPD.

Element x y z (Å)
C1 0.422 -0.976 1.646
C2 0.788 0.506 1.746
O1 0.387 1.264 0.599
C3 -0.921 -1.572 1.148
S1 -0.623 -3.051 0.055
S2 0.311 -2.629 -1.703
H1 0.767 -1.349 2.582
H2 1.105 -1.381 0.927
H3 0.145 1.042 2.530
H4 1.882 0.470 1.987
H5 -1.563 -0.874 0.707
H6 -1.461 -1.994 2.190
H7 1.504 -0.400 -1.746
H8 -1.877 0.107 -2.037
H9 1.020 0.956 -0.201
O2 -1.537 0.273 -1.122
H10 -0.954 3.661 0.514
H11 -0.140 3.018 1.571
O3 -0.907 3.383 1.473
H12 -1.738 2.711 -2.320
H13 -1.814 2.873 -0.727
O4 -1.908 3.331 -1.652
H14 3.370 1.744 1.926
H15 2.386 2.098 0.946
O5 2.965 2.578 1.514
H16 0.182 0.538 -1.885
H17 -1.066 -0.359 -0.599
O6 1.191 0.455 -1.716

As for the net charge: -1. The value obtained for the frontier orbital gap is 6.15 eV. For the electronic energy, the calculation gives -1372.28413 hartree. Its molecular weight is 213.3 g mol⁻¹. The value obtained for the largest force on an atom is 9.31 eV/A. The calculation puts the relative energy (zero: lowest compared OMol25 entry of this formula, charge and spin) at 47.2 kcal per mole.

***

(10)
This record from OMol25 describes a structure of composition C3H18F4N9O12S4. The level of theory is ωB97M-V/def2-TZVPD.

Element x y z (Å)
N1 -0.144 0.357 0.361
H1 -0.175 -0.479 1.070
H2 -0.849 0.386 -0.435
H3 0.782 0.408 -0.052
H4 -0.295 1.148 1.008
N2 2.168 -1.621 -1.501
S1 2.631 -0.653 -2.617
O1 1.859 -0.787 -3.758
O2 4.071 -0.410 -2.685
F1 2.073 0.859 -2.141
S2 3.103 -1.821 -0.116
O3 2.967 -0.646 0.770
O4 4.336 -2.544 -0.206
F2 2.035 -2.972 0.314
N3 -0.652 3.363 2.022
S3 -2.144 3.664 2.631
O5 -3.209 3.292 1.799
O6 -2.132 4.904 3.349
F3 -2.102 2.586 3.707
S4 -0.148 4.045 0.732
O7 1.077 3.337 0.373
O8 -0.251 5.487 0.605
F4 -1.083 3.414 -0.535
O9 2.077 1.933 2.832
H5 2.826 1.418 2.497
H6 1.802 2.537 2.121
C1 -2.475 0.533 -3.170
O10 -3.707 0.517 -3.239
N4 -1.570 -0.208 -3.964
N5 -1.834 1.304 -2.155
H7 -2.069 -0.438 -4.791
H8 -0.988 -0.878 -3.508
H9 -0.951 1.671 -2.466
H10 -2.448 1.881 -1.675
C2 -0.112 -1.218 3.584
O11 -0.351 -1.498 2.413
N6 -0.545 -1.915 4.641
N7 0.496 -0.086 3.928
H11 -0.115 -1.576 5.489
H12 -0.859 -2.817 4.609
H13 0.841 0.594 3.282
H14 0.105 0.334 4.746
C3 -0.916 -3.750 -2.665
O12 -1.743 -4.232 -3.447
N8 0.431 -4.201 -2.706
N9 -1.133 -2.521 -1.996
H15 0.673 -4.786 -3.493
H16 1.148 -3.693 -2.170
H17 -2.064 -2.395 -1.651
H18 -0.436 -1.830 -1.745

As for the net charge: -1. The value obtained for the frontier orbital gap is 9.91 eV. For the electronic energy, the calculation gives -3513.23986 hartree. Its molecular weight is 576.5 g mol⁻¹. The value obtained for the largest force on an atom is 5.36 eV/A.

***

(11)
This record from OMol25 describes a cluster of 5 separate species, C3H18NO4 in total. The level of theory is ωB97M-V/def2-TZVPD.

Element x y z (Å)
C1 -2.441 2.325 -1.331
C2 -1.833 2.277 0.053
N1 -0.370 1.993 -0.005
C3 0.353 2.451 1.240
H1 -2.319 3.300 -1.796
H2 -1.971 1.627 -2.044
H3 -3.464 1.946 -1.395
H4 -1.901 3.229 0.560
H5 -2.350 1.545 0.665
H6 0.072 2.448 -0.797
H7 -0.197 0.970 -0.099
H8 -0.382 2.406 2.043
H9 0.672 3.478 1.106
H10 1.119 1.737 1.523
H11 -0.444 -1.025 -0.693
H12 -0.839 -1.423 0.746
O1 -0.443 -0.707 0.235
H13 0.556 -2.497 -2.650
H14 0.187 -3.180 -1.362
O2 0.154 -2.311 -1.790
H15 2.092 -1.033 0.911
H16 3.011 -0.895 2.088
O3 2.771 -0.445 1.269
H17 2.870 -5.370 0.787
H18 2.540 -6.843 0.603
O4 2.558 -6.004 0.131

As for the net charge: +1. The value obtained for the frontier orbital gap is 11.02 eV. For the electronic energy, the calculation gives -480.57575 hartree. Its molecular weight is 132.2 g mol⁻¹. The value obtained for the largest force on an atom is 1.33 eV/A. The calculation puts the relative energy (zero: lowest compared OMol25 entry of this formula, charge and spin) at 30.1 kcal per mole.

***

(12)
This record from OMol25 describes a structure of composition C3H19O8Zr. The level of theory is ωB97M-V/def2-TZVPD.

Element x y z (Å)
Zr1 -0.268 0.044 0.180
C1 2.390 -0.530 2.289
O1 1.223 -0.494 1.538
H1 2.528 0.369 2.905
H2 2.406 -1.383 2.976
H3 3.269 -0.607 1.637
C2 -1.963 -1.251 -2.601
O2 -1.545 -0.772 -1.360
H4 -2.976 -1.659 -2.528
H5 -1.946 -0.474 -3.372
H6 -1.304 -2.063 -2.945
C3 1.940 2.000 -1.538
O3 0.868 1.480 -0.828
H7 1.636 2.894 -2.092
H8 2.800 2.230 -0.899
H9 2.314 1.289 -2.290
O4 -0.651 -2.298 0.715
H10 -1.436 -2.814 0.504
H11 0.008 -2.912 1.055
O5 -1.964 -0.169 1.642
H12 -2.836 -0.488 1.376
H13 -1.995 -0.032 2.596
O6 1.111 -1.301 -1.071
H14 0.833 -2.073 -1.575
H15 2.054 -1.398 -0.897
O7 -1.879 1.713 -0.366
H16 -2.445 2.199 0.240
H17 -1.978 2.132 -1.228
O8 -0.175 1.828 1.754
H18 0.716 2.191 1.841
H19 -0.735 2.349 2.337

As for the net charge: +1. The value obtained for the frontier orbital gap is 8.72 eV. For the electronic energy, the calculation gives -774.57633 hartree. Its molecular weight is 274.4 g mol⁻¹. The value obtained for the largest force on an atom is 3.78 eV/A. The calculation puts the relative energy (zero: lowest compared OMol25 entry of this formula, charge and spin) at 1.3 kcal per mole.